No. 1
{
  "formula": "H32O16",
  "method": "ωB97M-V/def2-TZVPD",
  "species": ["O", "H", "H", "O", "H", "H", "O", "H", "H", "O", "H", "H", "O", "H", "H", "O", "H", "H", "O", "H", "H", "O", "H", "H", "O", "H", "H", "O", "H", "H", "O", "H", "H", "O", "H", "H", "O", "H", "H", "O", "H", "H", "O", "H", "H", "O", "H", "H"],
  "positions_angstrom": [[3.7439, 1.1336, -0.3481], [4.2621, 1.9313, -0.7962], [2.8058, 1.1267, -0.2274], [1.4530, 1.1719, 5.1769], [1.7519, 1.4820, 4.3581], [0.7247, 1.7943, 5.4487], [0.0321, 0.0992, -5.1815], [-0.2464, 0.7852, -5.7607], [0.8596, -0.1475, -5.4198], [-3.1929, 3.9570, 0.9698], [-3.4718, 4.9242, 1.1574], [-3.9378, 3.3235, 1.1926], [0.3112, -4.8327, -0.7472], [0.9592, -4.5621, -0.1004], [-0.2028, -5.6010, -0.3726], [-3.1174, -4.8166, 0.1922], [-2.9069, -5.2561, -0.6267], [-2.2607, -4.2814, 0.4338], [3.0703, -3.9890, 0.2341], [3.8518, -3.5896, 0.4626], [3.2653, -4.9426, 0.0259], [1.6371, -0.7416, 1.0513], [0.8918, -0.3310, 0.5305], [2.1724, -1.0827, 0.5888], [-0.9157, 0.5905, -0.1621], [-1.2058, -0.2468, -0.5299], [-0.2684, 0.9061, -0.7681], [1.2824, 2.9050, -0.1228], [0.3832, 3.0730, 0.2529], [0.8761, 2.6961, -0.9851], [-0.1901, -1.0271, -2.3719], [0.8068, -1.5597, -2.5112], [-0.2980, -0.6473, -3.2372], [-2.6206, 0.8543, 1.8526], [-3.0465, 0.0785, 1.9349], [-2.0492, 0.7434, 1.1120], [-1.3364, 4.9469, -3.1052], [-0.8936, 4.7878, -3.9302], [-2.2387, 4.8105, -3.1478], [4.3516, 0.1092, 2.4431], [3.7498, 0.8359, 2.0487], [3.7203, -0.6345, 2.6197], [0.6441, -2.8344, 2.4978], [1.4789, -2.6123, 2.9004], [0.1290, -2.0056, 2.6394], [-4.9055, 1.9157, -0.7080], [-4.5403, 2.7981, -1.1642], [-5.3688, 1.9617, 0.2002]],
  "total_charge": 1,
  "total_energy_ev": -33264.5102,
  "multiplicity": 2,
  "gap_ev": [9.796, 2.229],
  "homo_ev": [-13.100, -13.014]
}

=====

No. 2
{
  "formula": "C4H8Cl2NO3P",
  "method": "ωB97M-V/def2-TZVPD",
  "species": ["C", "C", "C", "Cl", "C", "N", "Cl", "P", "O", "O", "O", "H", "H", "H", "H", "H", "H", "H", "H"],
  "positions_angstrom": [[-0.7139, 1.9607, -0.5216], [0.1887, 0.7988, -0.5312], [1.2823, 0.9048, 0.6110], [1.1048, 0.7551, -2.0822], [-0.5725, -0.6511, -0.4572], [-1.5315, -0.7623, 0.7645], [-1.6233, -0.8392, -1.8731], [0.5920, -2.2281, -0.0031], [0.9810, -1.8065, 1.4067], [1.6763, -2.4246, -1.0071], [-0.5237, -3.3068, -0.0229], [-0.4689, 3.0419, -0.4227], [-1.3690, 1.9077, -1.4208], [-1.3564, 1.7942, 0.3912], [2.2254, 0.3826, 0.3456], [0.8940, 0.6019, 1.6137], [1.4493, 1.9437, 0.8352], [-0.9329, -0.2865, 1.4883], [-1.3017, -1.7863, 0.8857]],
  "total_charge": -2,
  "total_energy_ev": -46245.3959,
  "multiplicity": 1,
  "smiles": "CC(C)(Cl)[C@@](N)(Cl)P(=O)([O-])[O-]",
  "gap_ev": 5.672,
  "homo_ev": 0.001
}

=====

No. 3
{
  "formula": "C41H62AsBiNOP2Si3",
  "method": "ωB97M-V/def2-TZVPD",
  "species": ["Bi", "C", "C", "C", "C", "C", "O", "C", "N", "C", "C", "C", "C", "C", "C", "P", "C", "C", "C", "C", "C", "C", "C", "C", "C", "C", "C", "C", "H", "H", "H", "H", "H", "H", "H", "H", "H", "H", "H", "H", "H", "H", "H", "H", "H", "H", "H", "H", "H", "H", "H", "H", "C", "Si", "C", "C", "As", "Si", "C", "C", "C", "Si", "C", "C", "C", "H", "H", "H", "H", "H", "H", "H", "H", "H", "H", "H", "H", "H", "H", "H", "H", "H", "H", "H", "H", "H", "H", "H", "H", "H", "H", "H", "C", "P", "C", "C", "C", "C", "C", "C", "C", "H", "H", "H", "H", "H", "H", "H", "H", "H", "H", "H"],
  "positions_angstrom": [[0.0344, 0.6508, 0.1782], [2.0132, 3.3995, 0.4525], [1.0716, 4.2424, -0.4091], [0.0271, 4.9452, 0.4560], [0.4448, 3.4826, -1.5928], [-0.2985, 4.4224, -2.5439], [-1.6918, 4.1697, -2.2438], [-1.7700, 3.0687, -1.5211], [-0.6384, 2.5308, -1.1929], [-3.1558, 2.6615, -1.1988], [-4.1414, 3.6006, -1.5170], [-5.4874, 3.3313, -1.3358], [-5.8786, 2.0949, -0.8567], [-4.9156, 1.1531, -0.5309], [-3.5535, 1.4206, -0.6699], [-2.5580, -0.0346, -0.2058], [-3.1639, -0.5660, 1.4104], [-3.0915, -1.9076, 1.7972], [-3.5880, -2.3007, 3.0307], [-4.1363, -1.3607, 3.8936], [-4.1776, -0.0218, 3.5293], [-3.7000, 0.3772, 2.2906], [-2.9524, -1.2025, -1.5148], [-3.9425, -2.1763, -1.3893], [-4.3808, -2.8509, -2.5198], [-3.8660, -2.5356, -3.7693], [-2.8935, -1.5511, -3.8965], [-2.4236, -0.8981, -2.7706], [2.7667, 4.0302, 0.9257], [2.5504, 2.6456, -0.1275], [1.4898, 2.9044, 1.2768], [1.6829, 5.0110, -0.8932], [-0.6707, 4.2252, 0.8949], [-0.5541, 5.6849, -0.0955], [0.5122, 5.4710, 1.2778], [1.2157, 2.9240, -2.1271], [-0.1434, 4.2130, -3.6008], [-0.1124, 5.4753, -2.3459], [-3.8478, 4.5558, -1.9225], [-6.2232, 4.0823, -1.5880], [-6.9260, 1.8542, -0.7346], [-5.2423, 0.1921, -0.1533], [-2.6726, -2.6542, 1.1402], [-3.5522, -3.3437, 3.3153], [-4.5346, -1.6725, 4.8499], [-4.6014, 0.7115, 4.2022], [-3.7769, 1.4193, 2.0048], [-4.3960, -2.3976, -0.4341], [-5.1465, -3.6089, -2.4247], [-4.2309, -3.0500, -4.6482], [-2.5060, -1.2932, -4.8736], [-1.6732, -0.1192, -2.8774], [0.9823, -0.1507, -4.5204], [1.4449, -1.7553, -3.6956], [0.2557, -3.1592, -3.9412], [3.1799, -2.2739, -4.0959], [1.5089, -1.2188, -1.3238], [3.6989, -0.2653, -0.8639], [3.6885, 0.2290, 0.9411], [5.0580, -1.5029, -1.1470], [3.8438, 1.1691, -2.0590], [1.4029, -3.3611, -0.1773], [-0.3798, -3.8637, -0.3550], [2.5699, -4.5310, -1.0281], [1.8772, -3.0949, 1.5985], [0.8205, -0.3273, -5.5875], [1.7947, 0.5733, -4.4327], [0.0713, 0.2974, -4.1202], [0.1536, -3.3204, -5.0190], [-0.7371, -2.9866, -3.5309], [0.6549, -4.0844, -3.5220], [3.1545, -2.5684, -5.1514], [3.5365, -3.1355, -3.5294], [3.9021, -1.4614, -4.0093], [4.0845, -0.5899, 1.5451], [2.7211, 0.4878, 1.3725], [4.3481, 1.0877, 1.0921], [4.8273, -2.5189, -0.8303], [5.9041, -1.1682, -0.5386], [5.3907, -1.5315, -2.1838], [2.8874, 1.6159, -2.3343], [4.3160, 0.8269, -2.9827], [4.4816, 1.9538, -1.6461], [-0.6498, -4.0762, -1.3900], [-1.0414, -3.0734, -0.0032], [-0.5768, -4.7625, 0.2351], [2.1572, -4.9332, -1.9538], [2.7335, -5.3726, -0.3490], [3.5469, -4.1007, -1.2454], [1.3169, -2.2798, 2.0567], [2.9424, -2.8828, 1.7058], [1.6614, -4.0101, 2.1569], [-0.6914, -0.8955, 4.2373], [0.2747, 0.2690, 3.2255], [-0.6019, 1.8535, 3.4620], [1.8522, 0.4598, 4.0860], [2.3133, 1.7016, 4.5190], [3.5215, 1.7987, 5.1954], [4.2750, 0.6621, 5.4420], [3.8256, -0.5789, 5.0070], [2.6252, -0.6797, 4.3266], [-0.9606, -0.4123, 5.1780], [-0.0888, -1.7750, 4.4616], [-1.5928, -1.2100, 3.7145], [-0.7154, 2.0719, 4.5252], [-1.5985, 1.7767, 3.0219], [-0.0788, 2.6856, 2.9911], [1.7404, 2.6031, 4.3450], [3.8673, 2.7640, 5.5393], [5.2091, 0.7398, 5.9816], [4.4113, -1.4666, 5.2049], [2.2854, -1.6538, 3.9980]],
  "total_charge": 3,
  "total_energy_ev": -155930.6274,
  "multiplicity": 1,
  "gap_ev": 6.657,
  "homo_ev": -15.293
}

=====

No. 4
{
  "formula": "C6H12",
  "method": "ωB97M-V/def2-TZVPD",
  "species": ["C", "C", "C", "C", "C", "C", "H", "H", "H", "H", "H", "H", "H", "H", "H", "H", "H", "H"],
  "positions_angstrom": [[1.5005, 0.6644, 0.4630], [1.5669, -0.5146, -0.3410], [0.0689, -1.3041, -0.6170], [-0.7944, -1.4142, 0.6179], [-1.1529, -0.6439, -0.5636], [-1.0829, 1.6490, 0.0263], [1.7231, 1.6287, 0.0141], [-0.0904, 1.0126, 0.2646], [1.6935, 0.5981, 1.5311], [2.1053, -1.3469, 0.1177], [1.9219, -0.3372, -1.3594], [0.2861, -2.1042, -1.3184], [-0.3877, -0.8533, 1.4774], [-1.3390, -2.3183, 0.8908], [-2.0171, -0.5050, -1.1940], [-1.9848, 1.3727, 0.5717], [-1.3055, 1.8214, -1.0271], [-0.7116, 2.5948, 0.4461]],
  "total_energy_ev": -6410.4491,
  "multiplicity": 1,
  "gap_ev": [7.451, 7.994],
  "homo_ev": [-7.196, -7.391]
}

=====

No. 5
{
  "formula": "C14H23NO4",
  "method": "ωB97M-V/def2-TZVPD",
  "species": ["C", "H", "O", "C", "C", "C", "C", "C", "C", "H", "O", "C", "C", "O", "C", "C", "N", "C", "H", "H", "H", "C", "H", "C", "O", "H", "H", "H", "H", "H", "H", "H", "H", "H", "H", "H", "H", "H", "H", "H", "H", "H"],
  "positions_angstrom": [[-5.1296, -2.0391, -0.8534], [-5.2545, -2.5958, -1.8552], [-3.9578, -1.0875, -1.2925], [-3.5756, -0.3813, -0.3261], [-4.0620, -0.4729, 0.8575], [-3.5568, 0.5125, 1.9444], [-2.5689, 1.3032, 1.6604], [-2.0384, 1.4004, 0.0533], [-2.6456, 0.5126, -0.8086], [-2.2376, 0.3589, -1.7497], [-1.0731, 2.4530, -0.1059], [-0.4829, 2.2794, -1.4851], [0.5671, 0.7808, -1.6436], [1.8531, 1.2538, -0.9565], [1.8897, 1.2893, 0.2905], [1.6675, -0.0480, 1.3362], [2.5454, -1.3240, 0.8640], [1.9879, -1.9755, -0.2363], [2.6405, -2.7778, -0.3905], [0.9284, -2.0607, -0.0612], [2.1290, -1.4565, -1.3865], [3.8194, -1.0469, 1.1622], [4.2777, -2.0514, 0.8946], [4.7358, -0.1422, 0.3051], [4.4406, 0.0010, -1.4669], [3.6602, 0.2823, -1.3123], [5.8447, -0.7296, 0.1652], [4.8183, 0.9857, 0.5189], [4.0523, -0.9227, 2.1661], [2.0271, 0.1787, 2.3222], [0.6952, -0.2017, 1.1384], [2.8526, 1.7154, 0.4761], [1.1736, 2.0525, 0.7939], [0.6937, 0.6390, -2.6141], [0.0325, 0.0211, -1.0732], [-1.0756, 2.3938, -2.1546], [0.2479, 3.1021, -1.6197], [-2.0243, 2.1498, 2.4414], [-3.8740, 0.6865, 2.9284], [-5.0006, -0.8054, 1.4484], [-4.8170, -2.8253, 0.0067], [-6.2056, -1.4077, -0.3820]],
  "total_energy_ev": -24556.4029,
  "multiplicity": 1,
  "gap_ev": 8.515,
  "homo_ev": -7.895
}

=====

No. 6
{
  "formula": "C4H4N2O2",
  "method": "ωB97M-V/def2-TZVPD",
  "species": ["C", "C", "C", "C", "N", "N", "O", "O", "H", "H", "H", "H"],
  "positions_angstrom": [[1.5093, -2.2712, -1.8430], [1.3287, -2.5470, -0.6955], [1.0192, 0.5719, 1.5905], [-1.6072, -0.2043, -0.9305], [-0.7186, 2.3614, 1.6222], [0.2553, 1.4476, 1.6137], [-1.3379, 0.9055, -1.0142], [-1.8860, -1.3093, -0.8540], [1.6468, -2.0386, -2.8585], [-0.5622, 3.0632, 2.3425], [1.2032, -2.7514, 0.3257], [-0.8507, 2.7721, 0.7010]],
  "total_energy_ev": -11284.1092,
  "multiplicity": 1,
  "gap_ev": 10.844,
  "homo_ev": -10.264
}

=====

No. 7
{
  "formula": "C15H11BCl3N2O3",
  "method": "ωB97M-V/def2-TZVPD",
  "species": ["Cl", "B", "Cl", "Cl", "O", "C", "C", "C", "C", "C", "C", "C", "H", "H", "H", "H", "H", "H", "C", "N", "O", "O", "C", "C", "C", "C", "C", "N", "C", "C", "H", "H", "H", "H", "H"],
  "positions_angstrom": [[1.3850, 4.2828, -2.4155], [0.7850, 3.7875, -0.6328], [2.1963, 3.8338, 0.6359], [-0.5759, 4.9744, -0.0975], [0.3326, 2.4865, -0.8014], [0.4369, 1.3415, -0.1195], [1.7459, 0.6389, -0.3548], [2.2336, -0.1605, 0.6888], [3.4102, -0.8900, 0.5590], [4.1337, -0.8434, -0.6374], [3.7132, 0.0005, -1.6900], [2.5493, 0.8044, -1.5150], [0.0377, 1.3297, 0.9803], [1.7226, -0.1925, 1.6483], [3.7277, -1.5123, 1.3990], [5.0533, -1.4520, -0.7722], [4.2522, 0.0479, -2.6493], [2.3444, 1.5807, -2.2663], [-0.9794, 0.5694, -0.5023], [-2.0503, 1.6639, -0.6756], [-1.9421, 2.4877, -1.5917], [-2.9477, 1.7266, 0.1951], [-1.6902, -0.6433, 0.0815], [-2.1189, -0.5846, 1.4272], [-2.7110, -1.6869, 2.0645], [-2.8991, -2.9153, 1.4160], [-3.3121, -4.1133, 2.1446], [-3.7203, -5.0678, 2.7005], [-2.6318, -2.9183, 0.0581], [-1.9951, -1.8427, -0.6181], [-0.6745, 0.3364, -1.5441], [-2.0791, 0.3544, 1.9730], [-3.0251, -1.6330, 3.1042], [-2.9020, -3.8096, -0.5001], [-1.8050, -1.9815, -1.6927]],
  "total_charge": -1,
  "total_energy_ev": -63102.1199,
  "multiplicity": 1,
  "gap_ev": 8.237,
  "homo_ev": -6.313
}

=====

No. 8
{
  "formula": "C8H12",
  "method": "ωB97M-V/def2-TZVPD",
  "species": ["C", "C", "C", "C", "C", "C", "C", "C", "H", "H", "H", "H", "H", "H", "H", "H", "H", "H", "H", "H"],
  "positions_angstrom": [[-2.6751, -0.4986, -0.2416], [-1.6310, 0.3227, -0.9778], [-0.1397, 0.3983, -0.4436], [0.4114, -0.1989, 0.6905], [-0.2883, -0.9655, 1.6909], [1.8416, 0.2388, 0.8132], [2.2095, 0.6769, -0.5658], [1.1625, 0.6040, -1.3051], [-3.6310, -0.5437, -0.6736], [-2.7936, 0.2934, 0.5100], [-2.3742, -1.5306, 0.0744], [-2.3623, 1.3130, -0.8540], [-1.5081, -0.0671, -2.0702], [-0.2275, -0.5183, 2.6952], [-1.2396, -1.1920, 1.4539], [-0.1801, -2.0592, 1.6387], [2.1315, 0.7184, 1.7737], [2.2091, -0.8384, 0.9169], [3.4911, 0.4391, -0.8405], [1.1384, 0.5185, -2.5890]],
  "total_energy_ev": -8485.0767,
  "multiplicity": 1,
  "smiles": "CCC1=C(C)CC=C1",
  "gap_ev": 9.106,
  "homo_ev": -8.119
}